i:
Below is a cluster of 2 separate species, C2H9N2S2 in total, with properties calculated with wB97M-V/def2-TZVPD.

Calculated values
charge	+1

Element x y z (Å)
S 0.1873 -1.7604 -0.2987
S -1.2881 -0.2874 -0.4675
N 0.8468 1.0922 1.6191
N 2.1282 1.2430 -0.2910
C -2.7183 -1.4001 -0.8330
C 1.9280 1.4785 0.9771
H -2.7221 -1.4903 -1.9119
H 0.2819 0.3447 1.2226
H 0.6027 1.6119 2.4465
H 0.2756 -2.4153 -1.4723
H 1.5122 0.6361 -0.8291
H 2.5616 2.1871 1.4871
H -3.6037 -0.8675 -0.5010
H 2.5855 1.9521 -0.8496
H -2.5777 -2.3249 -0.2982

=====

ii:
Below is a cluster of 2 separate species, C2H9N2S2 in total, with properties calculated with wB97M-V/def2-TZVPD.

Calculated values
charge	+1

Element x y z (Å)
S 1.4037 -0.9074 0.3347
S 1.0034 0.3824 -1.2499
N -1.5176 -0.0928 1.8410
N -2.0382 -0.4173 -0.3707
C -2.3466 -0.4479 0.8986
C 0.9892 2.0401 -0.4777
H -0.0396 2.3924 -0.4123
H -1.1787 0.0427 -0.7074
H -1.7982 -0.0472 2.8083
H -3.3925 -0.6110 1.1505
H 2.5687 -0.3512 0.7021
H -2.6855 -0.8512 -1.0125
H -0.5110 -0.1239 1.6691
H 1.6011 2.7020 -1.0789
H 1.4276 1.9815 0.5153

=====

ii (0.410 eV below the next structure)